## i
14
Properties=species:S:1:pos:R:3 method="wB97M-V/def2-TZVPD" e_homo_ev=-8.49 lumo_ev=0.42 gap_ev=8.9 total_charge=0
H -0.08 1.68 -1.91
H 1.43 0.89 -1.21
N 0.42 0.75 2.41
C -0.75 -1.56 0.45
H -0.91 -2.59 0.09
C 0.16 -0.81 -0.50
H -0.30 -1.66 1.44
C 0.39 0.96 1.26
C 0.40 1.19 -1.06
H -0.16 2.71 0.29
H -0.15 -1.03 -1.52
N 0.07 1.72 0.18
H -1.73 -1.09 0.52
H 1.20 -1.15 -0.43

=====

## ii
14
Properties=species:S:1:pos:R:3 method="wB97M-V/def2-TZVPD" e_homo_ev=-9.73 lumo_ev=0.88 smiles=CC[C@@H](N)C#N gap_ev=10.6 total_charge=0
N 0.87 2.49 -0.55
H 2.55 -1.12 0.56
C -0.58 -0.62 -0.15
H 2.27 -0.59 -1.03
H -2.06 0.35 1.15
N 1.89 -0.78 -0.12
H -1.70 1.23 -0.34
H -2.69 -0.22 -0.40
C 0.76 0.00 0.32
H -0.67 -1.58 0.38
H 0.73 0.00 1.41
C -1.82 0.23 0.09
H -0.47 -0.87 -1.21
C 0.84 1.41 -0.13

=====

Most stable structure, least stable structure: ii, i.

=====

## i
14
Properties=species:S:1:pos:R:3 method="wB97M-V/def2-TZVPD" e_homo_ev=-7.98 lumo_ev=0.71 gap_ev=8.7 total_charge=0
H -0.40 0.67 1.59
H -1.47 -1.31 -0.56
H 2.37 1.16 -0.62
H 0.60 -1.61 0.50
H 0.92 1.07 -2.47
C -0.44 0.23 0.60
H -2.21 -1.03 1.06
N -0.23 -1.86 1.03
C 0.53 1.32 -1.49
N 1.46 1.53 -0.34
H -0.08 -1.70 2.03
H -0.28 2.04 -1.48
C 0.51 0.47 -0.32
C -1.28 -0.99 0.47

=====

## ii
14
Properties=species:S:1:pos:R:3 method="wB97M-V/def2-TZVPD" e_homo_ev=-9.27 lumo_ev=1.07 smiles=C1N[C@H]1[C@H]1CN1 gap_ev=10.3 total_charge=0
H 2.68 -0.80 0.05
H -0.52 0.60 -1.88
C -1.88 0.18 -0.17
H -1.90 -0.52 0.67
N -1.13 1.42 0.00
H 2.17 0.96 0.12
H -0.68 1.40 0.92
H 0.48 -1.53 -0.71
H 0.95 -1.30 1.56
H -2.81 0.24 -0.73
N 0.81 -0.40 1.13
C 1.87 -0.09 0.16
C 0.53 -0.52 -0.30
C -0.57 0.36 -0.82

=====

## iii
14
Properties=species:S:1:pos:R:3 method="wB97M-V/def2-TZVPD" e_homo_ev=-8.64 lumo_ev=1.08 smiles="C=C=NN(C)C" gap_ev=9.7 total_charge=0
H -1.71 1.82 0.68
N -0.42 0.28 0.17
H -0.05 2.33 0.32
H 1.80 -1.96 -2.24
N 1.01 0.03 0.19
H 2.08 -0.20 -2.83
C 1.80 -0.89 -2.04
H -2.15 -0.68 0.76
H -0.81 -0.87 1.93
C -0.65 1.56 0.82
H -0.80 -1.75 0.38
C 1.39 -0.43 -0.89
C -1.07 -0.81 0.86
H -0.41 1.56 1.89

=====

Most stable structure, least stable structure: ii, i.